This record from OMol25 describes one molecule with the formula C20H22N2O7. The level of theory is wB97M-V/def2-TZVPD.

Results
energy relative to the best compared isomer or geometry (same formula, charge and spin) = 0.0 kJ/mol
Kohn-Sham gap = 8.93 eV
largest force on an atom = 0.8 eV/Å
total charge = 0
total energy = -38409.83254 eV

Last column: Mulliken charge in e.
Element x y z (Å)
C -0.39 -0.95 -2.33  -1.105
O -1.40 -0.69 -1.38  -0.329
C -2.07 -1.77 -0.85  0.659
C -1.85 -3.09 -1.20  -0.462
C -2.59 -4.10 -0.61  -0.740
C -3.57 -3.80 0.32  -0.681
C -3.80 -2.48 0.68  -0.419
C -3.06 -1.46 0.10  0.274
N -3.23 -0.12 0.43  0.055
C -4.05 0.47 1.33  0.664
O -4.88 -0.08 2.01  -0.661
C -3.83 1.99 1.42  -0.598
O -2.64 2.39 0.76  -0.296
C -2.72 3.32 -0.20  0.717
O -3.73 3.91 -0.50  -0.601
C -1.38 3.51 -0.88  -0.838
N -0.47 2.42 -0.64  -0.080
C 0.73 2.62 -0.01  0.219
O 1.15 3.72 0.26  -0.688
C 1.48 1.36 0.26  -0.531
C 0.86 0.19 0.66  -0.534
C 1.63 -0.94 0.88  -0.837
C 3.01 -0.93 0.72  0.467
O 3.59 -2.14 0.95  -0.466
C 5.00 -2.29 1.00  -0.771
C 3.65 0.27 0.34  1.326
O 5.01 0.27 0.20  -0.449
C 5.65 1.50 -0.07  -0.949
C 2.86 1.39 0.13  -0.375
H 0.00 0.02 -2.63  0.285
H -0.79 -1.46 -3.21  0.427
H 0.42 -1.54 -1.90  0.383
H -1.09 -3.35 -1.92  0.403
H -2.40 -5.12 -0.89  0.398
H -4.15 -4.59 0.78  0.400
H -4.56 -2.23 1.41  0.554
H -2.59 0.50 -0.06  -0.038
H -4.70 2.50 0.98  0.356
H -3.76 2.26 2.48  0.348
H -1.56 3.67 -1.95  0.333
H -0.90 4.41 -0.48  0.433
H -0.76 1.49 -0.86  0.114
H -0.20 0.15 0.84  0.795
H 1.17 -1.86 1.20  0.469
H 5.16 -3.33 1.27  0.297
H 5.44 -1.65 1.76  0.296
H 5.46 -2.09 0.03  0.254
H 5.44 2.24 0.70  0.377
H 6.72 1.27 -0.07  0.244
H 5.37 1.89 -1.05  0.344
H 3.31 2.33 -0.15  0.555

This record from OMol25 describes C20H22N3O3 as an isolated structure. The level of theory is wB97M-V/def2-TZVPD.

Results
Kohn-Sham gap = 7.59 eV
largest force on an atom = 19.3 eV/Å
total charge = +1
total energy = -31689.09224 eV

Last column: Mulliken charge in e.
Element x y z (Å)
C 5.98 -0.72 0.15  -1.112
C 5.23 0.40 -0.75  -0.231
H 4.87 -0.09 -1.77  0.273
H 5.96 1.26 -0.98  0.348
O 4.24 1.12 -0.19  -0.263
C 3.13 0.27 -0.31  0.670
O 3.03 -0.83 -0.91  -0.724
C 1.89 1.00 0.28  -0.269
C 0.63 0.47 0.18  0.283
C -0.43 1.03 1.09  1.068
C -1.83 0.39 0.92  -1.145
C -2.71 1.14 1.66  -0.162
C -2.27 2.45 2.67  0.035
C -1.14 2.65 2.63  -1.396
C -0.06 2.21 1.80  -0.026
N 1.27 2.47 1.99  -0.454
C 2.21 2.07 1.39  -0.667
H 3.19 2.38 1.41  0.731
H -0.94 3.59 3.21  0.308
H -3.09 2.63 3.25  0.641
O -3.92 0.68 1.67  -0.401
C -4.97 0.91 2.51  -0.345
C -5.02 0.52 3.94  -1.081
H -5.79 0.80 4.56  0.426
H -4.19 1.08 4.24  0.264
H -5.03 -0.44 4.02  0.398
H -4.95 2.32 2.60  0.229
H -6.05 0.68 1.96  0.262
H -1.97 -0.42 0.51  1.100
N 0.35 -0.69 -0.57  -0.059
H -0.33 -1.40 -0.30  0.506
C -0.27 -0.11 -2.01  -1.316
C -0.59 -1.43 -2.81  0.582
C 0.61 -1.98 -3.40  -0.467
C 0.30 -3.13 -4.22  -0.721
C -1.24 -3.70 -4.43  -0.179
N -2.13 -2.83 -3.84  -0.474
C -1.81 -2.13 -2.85  -0.061
H -2.70 -1.49 -2.56  0.316
H -1.33 -4.61 -5.04  0.353
H 1.03 -3.74 -4.57  0.469
H 1.61 -1.97 -3.31  0.502
H -1.13 0.27 -1.71  0.773
H 0.52 0.52 -2.34  0.539
H 1.35 -1.05 -1.04  0.460
H 5.28 -1.44 0.35  0.396
H 6.94 -0.96 -0.26  0.386
H 6.24 -0.13 1.21  0.235

This record from OMol25 describes one molecule with the formula C20H22N4O. The level of theory is wB97M-V/def2-TZVPD.

Results
energy relative to the best compared isomer or geometry (same formula, charge and spin) = 31.0 kJ/mol
Kohn-Sham gap = 9.17 eV
largest force on an atom = 0.8 eV/Å
total charge = 0
total energy = -29106.28043 eV

Last column: Mulliken charge in e.
Element x y z (Å)
C -7.79 -1.68 0.22  -1.193
C -6.53 -0.92 0.06  0.507
N -6.24 -0.13 -0.93  -0.820
C -4.99 0.36 -0.68  0.834
C -4.20 1.26 -1.39  -0.776
C -2.96 1.58 -0.89  -0.034
C -2.49 1.03 0.31  0.335
C -1.17 1.46 0.88  0.372
O -1.10 1.94 2.00  -0.668
N -0.09 1.34 0.07  0.105
C -0.01 0.51 -1.11  -0.603
C 0.89 -0.70 -0.83  -0.927
N 2.20 -0.25 -0.42  0.281
C 3.16 -1.34 -0.29  -1.098
C 4.56 -0.81 -0.14  0.500
C 5.42 -1.31 0.83  -0.433
C 6.70 -0.81 0.94  -0.575
C 7.14 0.19 0.10  -0.391
C 6.29 0.69 -0.87  -0.578
C 5.01 0.20 -0.99  -0.172
C 2.09 0.53 0.80  -0.541
C 1.21 1.75 0.55  -1.204
C -3.27 0.15 1.05  -1.023
C -4.51 -0.18 0.54  0.229
N -5.52 -0.99 0.99  -0.127
H -7.59 -2.75 0.28  0.317
H -8.43 -1.48 -0.63  0.300
H -8.31 -1.37 1.13  0.311
H -4.57 1.69 -2.31  0.435
H -2.34 2.29 -1.41  0.485
H 0.43 1.10 -1.92  0.188
H -1.00 0.17 -1.41  0.541
H 0.41 -1.33 -0.06  0.299
H 0.99 -1.29 -1.75  0.421
H 3.10 -1.94 -1.20  0.390
H 2.91 -2.00 0.56  0.344
H 5.08 -2.08 1.50  0.344
H 7.37 -1.21 1.70  0.375
H 8.15 0.57 0.19  0.378
H 6.63 1.48 -1.53  0.381
H 4.33 0.59 -1.73  0.385
H 1.66 -0.07 1.62  0.249
H 3.09 0.86 1.10  0.472
H 1.67 2.38 -0.22  0.299
H 1.07 2.32 1.47  0.511
H -2.91 -0.24 1.99  0.405
H -5.52 -1.52 1.84  0.170

This record from OMol25 describes one molecule with the formula C20H22N4O. The level of theory is wB97M-V/def2-TZVPD.

Results
energy relative to the best compared isomer or geometry (same formula, charge and spin) = 169.1 kJ/mol
Kohn-Sham gap = 7.90 eV
largest force on an atom = 2.8 eV/Å
total charge = 0
total energy = -29104.84913 eV

Last column: Mulliken charge in e.
Element x y z (Å)
C 0.25 5.81 -0.12  -1.643
C 1.50 5.01 0.21  1.083
C 1.51 3.60 0.05  -0.645
C 2.63 2.90 0.50  0.745
C 2.67 1.44 0.56  -0.417
C 1.52 0.73 0.67  -0.414
C 1.54 -0.73 0.83  0.427
O 2.52 -1.31 0.42  -0.684
N 0.51 -1.45 1.35  0.078
C -0.70 -0.77 1.86  -1.143
C 0.46 -2.90 1.28  -1.288
C -0.70 -3.34 0.39  0.912
C -1.76 -4.07 0.80  -1.313
C -2.66 -4.19 -0.33  0.783
C -3.93 -4.79 -0.49  -0.537
C -4.61 -4.71 -1.74  -0.505
C -4.00 -4.05 -2.78  -0.553
C -2.66 -3.54 -2.64  -0.740
C -2.05 -3.57 -1.43  0.455
N -0.84 -3.10 -0.97  0.195
C 0.12 -2.37 -1.77  -1.138
C 3.70 3.64 1.03  -0.706
N 3.76 4.97 1.05  -0.657
C 2.64 5.61 0.69  0.392
N 2.67 6.92 0.98  -0.453
H -0.11 6.37 0.75  0.375
H 0.43 6.58 -0.87  0.382
H -0.56 5.11 -0.43  0.324
H 0.62 3.04 -0.35  0.334
H 3.64 0.94 0.66  0.442
H 0.56 1.19 0.58  0.331
H -1.22 -1.38 2.59  0.318
H -0.44 0.18 2.32  0.440
H -1.34 -0.56 1.00  0.328
H 1.37 -3.39 0.92  0.388
H 0.36 -3.31 2.31  0.365
H -1.97 -4.43 1.78  0.455
H -4.41 -5.30 0.37  0.322
H -5.61 -5.14 -1.84  0.351
H -4.52 -4.01 -3.75  0.334
H -2.20 -3.02 -3.46  0.325
H 1.13 -2.55 -1.34  0.378
H 0.08 -2.69 -2.84  0.380
H -0.10 -1.31 -1.72  0.305
H 4.59 3.10 1.37  0.362
H 2.01 7.50 0.48  0.237
H 3.62 7.29 1.09  0.290

In order of appearance, E_HOMO = -8.44; -11.50; -8.47; -7.69 eV.